A 17-piece molecular cluster, BH36O16 overall. Source: the OMol25 dataset; level of theory: ωB97M-V/def2-TZVPD.

Calculated values
highest occupied orbital energy = -7.0 eV
charge = -1
HOMO-LUMO gap = 9.32 eV

Cartesian coordinates (Å):
B1 0.07747 0.17634 -0.54951
H1 0.16047 0.78734 -1.63251
H2 -0.28553 0.94834 0.36749
H3 -0.72853 -0.73866 -0.68551
H4 1.13947 -0.34666 -0.32251
O1 2.57247 -3.34166 0.12449
H5 1.62747 -3.11766 0.17549
H6 2.64447 -3.44166 -0.84751
O2 2.44747 1.98434 1.71349
H7 3.29747 1.73734 1.36449
H8 2.13247 2.58434 1.03549
O3 -2.25153 -1.62366 2.24949
H9 -2.55153 -1.20866 3.01649
H10 -1.32353 -1.41866 2.03249
O4 3.19147 0.94534 -1.83551
H11 3.22847 0.33734 -2.61051
H12 2.39847 0.65134 -1.42451
O5 3.53347 -1.13766 1.62649
H13 3.27747 -1.96766 1.27249
H14 2.71747 -0.86466 1.99249
O6 -0.05553 -3.45066 0.36849
H15 -0.30153 -3.69066 1.24949
H16 -0.62753 -2.75866 -0.02951
O7 -3.40653 0.70334 -0.16051
H17 -3.04053 1.56734 -0.17751
H18 -2.64253 0.17934 -0.06651
O8 -0.05653 4.00534 -1.63051
H19 0.89047 4.02034 -1.34051
H20 -0.04053 3.52634 -2.45451
O9 0.27647 2.05134 3.32349
H21 1.10947 2.07534 2.80949
H22 -0.24953 1.90234 2.54249
O10 0.12047 4.04634 1.29049
H23 0.34647 4.67434 0.60349
H24 -0.21553 3.27634 0.85249
O11 0.70747 -1.23666 2.48249
H25 0.64547 -1.00066 1.58949
H26 0.91247 -2.16066 2.48249
O12 0.34347 -2.48366 -3.00051
H27 1.13947 -2.72566 -2.55651
H28 0.11347 -1.72266 -2.50551
O13 -2.83653 -2.84966 -0.35951
H29 -2.50153 -3.74266 -0.17051
H30 -2.77353 -2.50066 0.52749
O14 -0.29153 2.57234 -4.09851
H31 0.59947 2.79134 -4.11151
H32 -0.39153 1.68334 -3.88651
O15 -2.51553 -1.65566 -2.73151
H33 -2.41353 -0.68366 -2.76951
H34 -2.34053 -1.97866 -1.81751
O16 -2.33353 1.62034 2.48549
H35 -3.19653 1.30134 2.66349
H36 -2.27953 1.69934 1.53349

Per-atom Löwdin charges, elementary charge units:
1 B -0.375
2 H -0.018
3 H -0.012
4 H -0.048
5 H -0.032
6 O -0.076
7 H -0.019
8 H 0.055
9 O -0.033
10 H 0.050
11 H 0.033
12 O -0.028
13 H 0.016
14 H 0.022
15 O -0.077
16 H 0.052
17 H -0.068
18 O -0.040
19 H -0.041
20 H -0.030
21 O -0.044
22 H 0.050
23 H 0.035
24 O -0.017
25 H 0.017
26 H -0.037
27 O -0.068
28 H 0.057
29 H -0.029
30 O -0.086
31 H -0.019
32 H -0.049
33 O -0.037
34 H 0.021
35 H -0.008
36 O -0.009
37 H -0.044
38 H 0.039
39 O -0.027
40 H 0.001
41 H -0.036
42 O -0.049
43 H 0.067
44 H 0.003
45 O 0.010
46 H 0.014
47 H 0.009
48 O -0.104
49 H 0.036
50 H -0.022
51 O -0.028
52 H 0.024
53 H -0.003

A 2-piece molecular cluster, BH3O overall. Source: the OMol25 dataset; level of theory: ωB97M-V/def2-TZVPD.

Calculated values
⟨S²⟩ = 2.005
highest occupied orbital energy (spin up / spin down) = -6.5 / -12.7 eV
HOMO-LUMO gap (spin up / spin down) = 6.77 / 9.65 eV
spin multiplicity = 3

Cartesian coordinates (Å):
B1 -0.86493 -0.24403 0.00727
O1 1.51899 -0.04569 0.05992
H1 -1.40453 0.63927 -0.25247
H2 -0.74873 -1.33203 0.10901
H3 1.49921 0.98247 0.07628

Per-atom Löwdin charges, elementary charge units:
1 B 0.142
2 O -0.002
3 H -0.123
4 H -0.101
5 H 0.084

One molecule with the formula BH3O3. Source: the OMol25 dataset; level of theory: ωB97M-V/def2-TZVPD.

Calculated values
highest occupied orbital energy = -11.8 eV
HOMO-LUMO gap = 12.15 eV
SMILES string = OB(O)O

Cartesian coordinates (Å):
O1 -0.61798 0.32793 1.16524
B1 0.09241 -0.02258 0.06506
O2 -0.28387 -1.15290 -0.62082
O3 0.87336 0.90428 -0.58087
H1 -1.20193 -0.43719 1.37132
H2 0.34150 -1.34884 -1.36408
H3 0.79652 1.72931 -0.03586

Per-atom Löwdin charges, elementary charge units:
1 O 0.181
2 B -0.893
3 O 0.159
4 O 0.163
5 H 0.129
6 H 0.130
7 H 0.129

Calculated values (eV/Å) of strongest force on any atom for the records, taken in order: 3.38 3.73 2.15.
Calculated values (kcal per mole) of energy above the lowest of the compared OMol25 structures with the same formula, charge and spin for the records, taken in order: 16.4 21.7 2.2.
Calculated values (u) of M for the records, taken in order: 303.084 29.835 61.833.